{
  "formula": "C6H4N5O5Sr",
  "method": "ωB97M-V with the def2-TZVPD basis set",
  "lumo_energy_ev": -4.24,
  "total_charge": 1,
  "homo_energy_ev": -10.76,
  "energy_ha": -911.3288,
  "species": ["O", "C", "Sr", "O", "C", "C", "O", "C", "O", "C", "O", "H", "N", "N", "N", "C", "N", "N", "H", "H", "H"],
  "positions_angstrom": [[2.119, 0.399, -5.768], [2.198, 0.152, -4.655], [0.751, 0.473, -0.374], [3.061, -1.489, -2.042], [2.610, -0.759, -1.336], [1.930, -0.030, 1.970], [2.101, -0.523, 3.017], [0.204, 2.673, 0.708], [-0.452, 3.546, 0.963], [3.109, 2.084, -0.170], [3.973, 2.783, -0.339], [0.970, 1.714, -2.038], [-3.800, -2.293, 0.753], [-2.729, -1.483, 0.919], [-2.554, -0.765, 2.066], [-1.428, -0.124, 1.826], [-0.968, -0.459, 0.609], [-1.813, -1.334, 0.010], [-3.902, -2.799, -0.103], [-4.463, -2.346, 1.498], [-0.917, 0.579, 2.488]]
}